Entry 1:
{
  "formula": "C6H11O",
  "method": "ωB97M-V with the def2-TZVPD basis set",
  "species": ["C", "C", "C", "C", "C", "C", "O", "H", "H", "H", "H", "H", "H", "H", "H", "H", "H", "H"],
  "coordinates": [[-0.902, -1.279, -0.317], [0.376, -1.112, 0.525], [-1.780, 0.923, 0.538], [-1.425, 0.064, -0.629], [0.692, 0.390, 0.369], [1.931, 0.650, -0.531], [-0.350, 1.036, -0.249], [-0.652, -1.783, -1.203], [-1.552, -1.910, 0.193], [0.098, -1.411, 1.522], [1.255, -1.626, 0.158], [-2.290, 1.840, 0.606], [-1.487, 0.575, 1.539], [-1.670, 0.467, -1.611], [0.922, 0.838, 1.342], [1.861, -0.013, -1.392], [2.930, 0.562, -0.015], [2.044, 1.789, -0.846]],
  "e_above_lowest_kj_mol": 121.02,
  "molar_mass_g_mol": 99.15,
  "homo_energy_ev": -16.13,
  "orbital_gap_ev": 12.31,
  "charge": 1,
  "lumo_ev": -3.821
}

***

Entry 2:
{
  "formula": "C8H9BrN2O2S",
  "method": "ωB97M-V with the def2-TZVPD basis set",
  "species": ["C", "C", "C", "C", "C", "C", "C", "C", "N", "N", "O", "O", "S", "Br", "H", "H", "H", "H", "H", "H", "H", "H", "H"],
  "coordinates": [[-2.779, -0.802, 0.450], [-2.228, 0.403, 0.210], [-0.479, -1.066, 0.367], [0.713, -1.701, 0.673], [2.009, -0.964, 0.887], [-0.221, 1.549, 0.204], [2.340, -0.101, -0.036], [1.864, -0.080, -1.495], [-0.823, 0.231, 0.157], [-1.775, -1.685, 0.361], [-1.057, 2.380, 0.906], [-2.477, 2.685, -1.059], [-2.560, 2.189, 0.299], [3.914, 1.016, 0.231], [-3.892, -1.009, 0.367], [0.710, -2.738, 0.608], [2.603, -1.127, 1.846], [0.812, 1.526, 0.651], [-0.071, 1.985, -0.806], [1.943, 0.945, -1.722], [0.775, -0.143, -1.560], [2.434, -0.810, -2.044], [-1.753, -2.682, 0.504]],
  "e_above_lowest_kj_mol": 103.77,
  "molar_mass_g_mol": 277.14,
  "homo_energy_ev": -7.22,
  "orbital_gap_ev": 7.76,
  "lumo_ev": 0.538
}